{
  "formula": "C36H76BeFN4O4",
  "method": "ωB97M-V/def2-TZVPD",
  "species": ["Be", "F", "C", "C", "C", "C", "C", "C", "N", "O", "C", "C", "C", "H", "H", "H", "H", "H", "H", "H", "H", "H", "H", "H", "H", "H", "H", "H", "H", "H", "H", "H", "C", "C", "C", "C", "C", "C", "N", "O", "C", "C", "C", "H", "H", "H", "H", "H", "H", "H", "H", "H", "H", "H", "H", "H", "H", "H", "H", "H", "H", "H", "C", "C", "C", "C", "C", "C", "N", "O", "C", "C", "C", "H", "H", "H", "H", "H", "H", "H", "H", "H", "H", "H", "H", "H", "H", "H", "H", "H", "H", "H", "C", "C", "C", "C", "C", "C", "N", "O", "C", "C", "C", "H", "H", "H", "H", "H", "H", "H", "H", "H", "H", "H", "H", "H", "H", "H", "H", "H", "H", "H"],
  "positions_angstrom": [[-2.20753, -0.17977, 2.84759], [-0.48488, -0.46802, 1.35734], [4.36415, 1.10411, 0.86098], [3.33976, 0.80828, 1.99769], [4.12837, 0.78433, 3.34489], [4.42079, 2.18621, 3.77468], [3.19468, 3.00096, 3.90130], [2.30215, 3.10337, 2.60376], [2.15213, 1.73536, 2.07471], [1.38179, 1.58529, 0.92190], [0.94291, 3.56486, 3.13614], [2.87984, 4.08220, 1.57953], [2.77293, -0.61366, 1.88404], [4.66705, 2.14305, 0.76402], [3.98707, 0.63805, -0.05016], [5.26693, 0.50496, 1.00231], [3.55869, 0.40485, 4.19671], [5.04863, 0.22949, 3.16935], [5.18226, 2.63659, 3.13202], [4.87833, 2.24529, 4.76699], [3.58899, 4.02082, 3.93564], [2.57061, 2.82573, 4.77586], [0.30054, 2.81629, 3.60422], [0.86607, 4.54702, 3.59970], [0.29287, 3.70201, 2.25913], [3.96094, 4.20682, 1.52565], [2.52747, 3.85998, 0.57421], [2.47972, 5.08882, 1.72458], [3.65112, -1.25580, 1.94270], [2.20170, -0.73361, 0.96510], [2.04149, -0.77837, 2.67559], [0.65781, 0.99654, 1.19180], [-5.87560, -0.19202, -0.57615], [-4.42006, -0.37858, -0.13001], [-3.44167, -0.45520, -1.34370], [-3.13967, 0.87392, -1.93237], [-2.51867, 1.80159, -0.89285], [-3.39307, 1.88642, 0.43648], [-3.84983, 0.57414, 0.84159], [-4.58072, 0.55380, 2.05551], [-2.32809, 2.43957, 1.40140], [-4.57087, 2.89493, 0.16106], [-4.28279, -1.80013, 0.49333], [-6.44210, -0.11901, 0.35604], [-6.25391, -1.02321, -1.16316], [-5.94480, 0.77776, -1.06784], [-2.47563, -0.87591, -1.05087], [-3.85557, -1.14250, -2.08262], [-4.03143, 1.30436, -2.39847], [-2.45312, 0.69640, -2.76304], [-2.39524, 2.80654, -1.28895], [-1.60269, 1.24688, -0.67896], [-1.41796, 1.84046, 1.33120], [-2.04430, 3.46412, 1.16297], [-2.75618, 2.45773, 2.41143], [-4.96513, 2.71242, -0.83888], [-5.47669, 2.75060, 0.75459], [-4.18603, 3.90190, 0.30242], [-3.24004, -2.08557, 0.62526], [-4.76861, -2.48897, -0.20050], [-4.92593, -1.90892, 1.36900], [-5.43843, 0.94039, 1.81786], [1.53655, -0.15524, -1.94947], [1.64900, 1.00485, -2.93394], [0.46945, 0.69515, -3.95597], [0.09038, 2.00303, -4.73685], [-0.20098, 3.19544, -3.78552], [0.98468, 3.50594, -2.88518], [1.55014, 2.30538, -2.23363], [2.68572, 2.53801, -1.47000], [2.03988, 4.28559, -3.67497], [0.34212, 4.36825, -1.77531], [2.95661, 0.81864, -3.72181], [2.42448, -0.42187, -1.36898], [1.39562, -1.12903, -2.42785], [0.71927, -0.02313, -1.23745], [0.81886, 0.07048, -4.77630], [-0.39277, 0.27064, -3.44326], [-0.81223, 1.87881, -5.33635], [0.91641, 2.34080, -5.36412], [-1.14874, 2.94724, -3.30264], [-0.46466, 4.00728, -4.46526], [2.65580, 3.65513, -4.31678], [1.73800, 5.18951, -4.20361], [2.80952, 4.65831, -2.99208], [-0.62469, 3.97250, -1.46137], [0.88608, 4.27255, -0.83270], [0.26744, 5.41398, -2.07122], [2.98581, -0.12200, -4.27097], [3.81882, 0.80468, -3.04902], [3.28094, 1.62706, -4.37935], [2.30921, 2.47184, -0.57951], [-1.61751, -4.29095, -0.99567], [-1.58600, -4.96754, 0.45772], [-1.15320, -6.47709, 0.18718], [0.28547, -6.80391, -0.18360], [1.24289, -6.10494, 0.81343], [0.84894, -4.67953, 1.20300], [-0.56121, -4.45276, 1.33552], [-0.90264, -3.20501, 1.91240], [1.52180, -4.45683, 2.61966], [1.51384, -3.73427, 0.16237], [-2.95637, -4.98318, 1.22306], [-0.72045, -4.33823, -1.61243], [-1.65515, -3.20878, -0.83852], [-2.46104, -4.69044, -1.55556], [-1.45264, -7.09600, 1.03672], [-1.82291, -6.78529, -0.61925], [0.37778, -6.36264, -1.17898], [0.49378, -7.87019, -0.13804], [2.27546, -6.27335, 0.51016], [1.14686, -6.78761, 1.66434], [2.51736, -4.89049, 2.52644], [1.72144, -3.41570, 2.87399], [0.85745, -4.92405, 3.34324], [0.89880, -3.60227, -0.73125], [1.39523, -2.69711, 0.49151], [2.54175, -3.90010, -0.15012], [-3.77450, -5.14487, 0.51931], [-3.15968, -4.06578, 1.76904], [-2.96185, -5.84889, 1.88344], [-0.38100, -2.63802, 1.32063]],
  "mulliken_charge": [0.860, -0.375, -1.203, 1.658, -1.045, -0.721, -1.369, 1.697, -0.268, 2.246, -1.920, -1.169, -1.760, 0.259, 0.002, 0.480, 0.324, 0.556, 0.322, 0.406, 0.430, 0.410, 0.422, 0.458, 0.188, 0.366, -0.065, 0.454, 0.553, -0.768, 0.472, -0.746, -1.575, 0.731, -0.706, -1.246, -0.383, 1.944, 1.642, -0.401, -2.538, -1.574, -1.585, 0.444, 0.404, 0.325, -0.475, 0.790, 0.635, 0.318, 0.838, -1.002, 0.218, 0.601, 0.539, 0.383, 0.281, 0.443, -0.055, 0.506, 0.483, 0.334, -2.170, 1.398, -0.761, -1.093, -0.576, 1.391, 1.515, -0.609, -1.889, -0.772, -1.907, 0.336, 0.643, 0.039, 0.464, 0.303, 0.500, 0.447, -0.214, 0.508, 0.267, 0.410, 0.356, -0.191, 0.005, 0.493, 0.455, 0.309, 0.247, -0.580, -1.481, 1.672, -1.406, -0.732, -1.249, 1.799, 0.132, -0.292, -1.746, -0.536, -1.730, 0.379, 0.063, 0.559, 0.466, 0.432, 0.291, 0.448, 0.463, 0.415, 0.444, 0.106, 0.471, 0.001, -0.519, 0.542, 0.360, 0.282, 0.441, 0.133],
  "e_homo_ev": -9.8710,
  "orbital_gap_ev": 2.28,
  "de_lowest_kj_mol": 184.2,
  "charge": 1,
  "e_lumo_ev": -7.592
}